# 1
Molecular formula: C4H8N2O
Method: DFT, ωB97M-V with the def2-TZVPD basis set

For the HOMO energy, the calculation gives -9.1 eV. Its frontier orbital gap is 10.07 eV. As for the SMILES: NC(=O)CN1CC1. The maximum force is 0.36 eV Å⁻¹. The molar mass comes out at 100.12 g/mol. For the energy relative to the best compared isomer or geometry (same formula, charge and spin), the calculation gives 43.9 kcal per mole.

Last column: Löwdin charge in e.
Positions of all 15 atoms, in Å:
N1 1.8568 -0.3296 -1.1300  0.1618
C1 1.1855 -0.8057 -0.0404  -0.5577
O1 0.9601 -1.9918 0.1237  0.0482
C2 0.7033 0.2743 0.9211  -0.1236
N2 -0.5392 0.9336 0.4912  -0.1013
C3 -1.7911 0.2426 0.7421  -0.1421
C4 -1.2881 0.4023 -0.6407  -0.1516
H1 2.0225 -0.9759 -1.8879  0.1111
H2 1.8445 0.6547 -1.3431  0.1045
H3 0.5588 -0.1964 1.8970  0.1238
H4 1.4768 1.0446 1.0296  0.1131
H5 -1.7389 -0.7613 1.1662  0.1134
H6 -2.6044 0.8630 1.1146  0.1009
H7 -0.9404 -0.5036 -1.1327  0.0989
H8 -1.7062 1.1492 -1.3107  0.1007


# 2
Molecular formula: C11H18
Method: DFT, ωB97M-V with the def2-TZVPD basis set

For the HOMO energy (spin up / spin down), the calculation gives 1.2 / -5.0 eV. Its frontier orbital gap (spin up / spin down) is 2.78 / 8.75 eV. The total charge is -1. Its multiplicity is 2. The maximum force is 3.38 eV Å⁻¹. The molar mass comes out at 150.27 g/mol. For the energy relative to the best compared isomer or geometry (same formula, charge and spin), the calculation gives 41.9 kcal per mole.

Last column: Löwdin charge in e.
Positions of all 29 atoms, in Å:
C1 -2.3633 2.3480 0.5075  -0.3931
C2 -2.9591 1.8578 -0.7911  -0.1847
C3 -1.7539 1.3296 1.4261  -0.1665
H1 -3.1197 2.8378 1.1226  0.0840
H2 -1.5839 3.0989 0.2970  0.0867
H3 -2.5341 2.3979 -1.6613  0.0489
H4 -2.7666 0.8095 -1.0886  0.0538
H5 -1.4145 1.7552 2.3473  0.0383
H6 -0.7329 0.9131 1.0305  0.0913
H7 -4.0573 1.9279 -0.6473  0.0599
H8 -2.5817 0.6009 1.6030  0.0799
C4 2.0640 -0.1472 -1.5474  -0.3018
C5 1.8056 -1.0502 -2.7055  -0.2147
C6 1.6297 -0.6860 -0.1437  -0.2658
C7 2.4704 -0.8617 0.9597  -0.1421
C8 0.3163 -1.0726 -0.1644  -0.1577
C9 1.9762 -1.4083 2.0948  -0.1928
C10 -0.1046 -1.8551 0.9140  -0.1512
C11 0.6634 -1.9004 2.1025  -0.1508
H9 3.1285 0.1143 -1.6133  0.0940
H10 1.4819 0.6949 -1.5981  0.0411
H11 0.8478 -0.9001 -3.3581  0.0713
H12 3.5206 -0.5382 0.9075  0.0905
H13 -0.3644 -0.9091 -1.0855  0.1211
H14 2.7039 -1.5604 2.9595  0.0968
H15 -1.1376 -2.2499 1.0913  0.0873
H16 0.3469 -2.6192 2.8037  0.0538
H17 1.8431 -2.1312 -2.4263  0.0749
H18 2.6756 -0.7962 -3.3368  0.0474


# 3
Molecular formula: C6H12O2Si
Method: DFT, ωB97M-V with the def2-TZVPD basis set

For the HOMO energy, the calculation gives -6.8 eV. Its frontier orbital gap is 7.23 eV. The maximum force is 6.00 eV Å⁻¹. The molar mass comes out at 144.25 g/mol. For the energy relative to the best compared isomer or geometry (same formula, charge and spin), the calculation gives 44.9 kcal per mole.

Last column: Löwdin charge in e.
Positions of all 21 atoms, in Å:
C1 2.1345 -1.3235 -0.4249  -0.1101
C2 1.2926 -1.4880 0.5883  -0.1532
C3 2.3909 0.1539 -0.6254  -0.1886
C4 1.5729 0.8328 0.4787  -0.2161
C5 0.6625 -0.2241 1.0072  -0.2010
C6 -2.3873 1.7261 -0.0864  -0.1502
O1 -3.0053 -0.9422 0.9425  -0.0942
O2 -1.7906 -0.9339 -1.3253  -0.1908
Si1 -1.9307 -0.1058 0.0789  0.4886
H1 2.6717 -2.0255 -0.8743  0.0506
H2 1.0305 -2.5072 0.9795  0.1169
H3 3.4143 0.2308 -0.5943  0.0681
H4 2.0938 0.3380 -1.7176  0.1262
H5 2.3997 1.1704 1.1678  0.1285
H6 0.9883 1.6903 0.2672  0.0751
H7 0.3209 -0.3006 1.9706  0.0277
H8 -1.8952 2.1650 -0.9788  0.0452
H9 -3.5360 1.6658 -0.1727  0.0738
H10 -1.9508 2.2120 0.6492  -0.0509
H11 -3.2153 -1.8222 0.7847  0.0285
H12 -1.2617 -0.5123 -2.1148  0.1257


# 4
Molecular formula: C10H9Cl2NSi
Method: DFT, ωB97M-V with the def2-TZVPD basis set

For the HOMO energy (spin up / spin down), the calculation gives -4.3 / -9.5 eV. Its frontier orbital gap (spin up / spin down) is 4.59 / 7.56 eV. Its multiplicity is 3. The maximum force is 6.37 eV Å⁻¹. The molar mass comes out at 242.18 g/mol.

Last column: Löwdin charge in e.
Positions of all 23 atoms, in Å:
C1 3.2587 -1.4778 -0.3076  -0.0892
C2 2.5285 -2.4603 0.3273  -0.1077
C3 2.6806 -0.3011 -0.7242  -0.0935
C4 -2.3221 2.7634 -0.4784  -0.0719
C5 -1.9756 2.8462 0.8836  -0.0806
C6 1.1783 -2.3317 0.4217  -0.0924
C7 1.3180 -0.1255 -0.6625  -0.0881
C8 -2.1314 1.4676 -0.8746  -0.1497
C9 -1.6861 1.5912 1.3116  -0.1418
C10 0.5445 -1.1378 -0.0905  -0.2922
N1 -1.7923 0.7292 0.2543  -0.2030
Si1 -1.2575 -0.9192 0.0690  -0.0310
Cl1 -2.2780 -1.7912 -1.8217  0.1208
Cl2 -2.1177 -1.8084 1.6521  0.3931
H1 4.3904 -1.4603 -0.3331  0.1283
H2 3.1318 -3.3657 0.6744  0.1352
H3 3.1851 0.4381 -1.2256  0.0802
H4 -2.6177 3.6496 -0.9656  0.0880
H5 -1.9988 3.6846 1.4700  0.0776
H6 0.7093 -3.1856 0.8505  0.0921
H7 0.9583 0.8670 -0.9496  0.1152
H8 -2.2572 0.9124 -1.8455  0.0883
H9 -1.4491 1.4152 2.3646  0.1225


# 5
Molecular formula: C22H46O20S6
Method: DFT, ωB97M-V with the def2-TZVPD basis set

For the HOMO energy (spin up / spin down), the calculation gives 0.3 / -4.5 eV. Its frontier orbital gap (spin up / spin down) is 1.49 / 6.31 eV. The total charge is -1. Its multiplicity is 2. The maximum force is 4.88 eV Å⁻¹. The molar mass comes out at 822.99 g/mol.

Last column: Löwdin charge in e.
Positions of all 94 atoms, in Å:
C1 -4.0820 0.7030 3.5603  -0.1749
C2 -3.4593 -0.2792 4.5855  -0.1948
O1 -4.5914 -0.8632 5.1468  -0.2016
S1 -5.4747 -1.3522 3.8288  0.7351
O2 -6.9065 -1.4323 4.1799  -0.2578
O3 -4.8441 -2.5248 3.2054  -0.2532
O4 -5.2003 0.0369 3.0672  -0.1779
H1 -3.3871 1.0378 2.7901  0.1152
H2 -4.4052 1.6926 3.8833  0.1290
H3 -2.7911 -0.0027 5.4011  0.1406
H4 -2.9483 -1.0790 4.0495  0.1119
C3 2.7847 -1.8524 -2.2745  -0.1673
C4 4.0197 -1.8937 -3.2688  -0.1202
O5 4.4140 -0.4990 -3.5124  -0.2264
S2 3.5984 0.5414 -2.5897  0.7805
O6 3.1170 1.7392 -3.3534  -0.2679
O7 4.2481 0.5896 -1.2162  -0.2946
O8 2.2791 -0.5102 -2.4326  -0.2407
H5 3.1645 -1.9143 -1.2547  0.0856
H6 2.0995 -2.6473 -2.5689  0.1313
H7 3.7834 -2.3711 -4.2198  0.1197
H8 4.7340 -2.5160 -2.7298  0.1200
O9 -0.5087 -7.0530 1.8174  -0.2932
S3 0.6895 -6.5434 2.4245  0.6987
O10 2.0597 -6.9574 2.0177  -0.3185
O11 0.7484 -4.8673 2.7304  -0.2992
C5 -0.5709 -4.2108 2.8120  -0.2533
C6 -1.3735 -4.1541 1.5089  -0.0566
C7 0.4943 -6.8706 4.2250  -0.1078
H9 -0.1589 -3.2233 3.0199  0.1033
H10 -1.1713 -4.3199 3.7152  0.1135
H11 -2.3790 -3.8293 1.7763  0.0802
H12 -1.6161 -5.0339 0.9128  0.0676
H13 -0.6976 -3.5583 0.8956  0.0735
H14 -0.5791 -7.0415 4.3073  0.0581
H15 0.6943 -5.9676 4.8018  0.0565
H16 1.1494 -7.7308 4.3625  0.0603
O12 0.2992 1.1699 0.1449  -0.3190
S4 -0.7332 0.1754 0.4388  0.7012
O13 -0.6669 -0.4863 1.7415  -0.3216
O14 -2.2502 0.9766 0.3375  -0.2901
C8 -2.3541 1.8795 -0.7954  -0.2525
C9 -1.7981 3.2176 -0.3092  -0.0871
C10 -0.7879 -1.0039 -1.0128  -0.0618
H17 -3.3964 2.1070 -1.0188  0.1196
H18 -1.7434 1.5339 -1.6295  0.0980
H19 -0.8371 3.1224 0.1963  0.0616
H20 -2.5621 3.6815 0.3147  0.0686
H21 -1.7064 3.9570 -1.1047  0.0663
H22 -0.8118 -0.4487 -1.9505  0.0483
H23 -1.6797 -1.6274 -0.9501  0.0745
H24 0.2176 -1.4112 -0.9066  0.0403
O15 4.5032 -1.5794 1.8376  -0.3087
S5 3.0434 -1.4484 1.9080  0.7103
O16 2.1784 -1.9886 0.8338  -0.3060
O17 2.5655 -2.0078 3.4120  -0.2654
C11 3.5020 -1.9083 4.4172  -0.3144
C12 2.7617 -2.4033 5.6721  -0.0508
C13 2.7425 0.3485 1.9823  -0.0895
H25 3.8930 -0.9018 4.5662  0.1166
H26 4.3213 -2.5643 4.1233  0.1150
H27 2.3513 -1.5613 6.2295  0.0697
H28 3.4863 -2.8148 6.3747  0.0723
H29 1.9390 -3.1013 5.5169  0.0728
H30 1.6727 0.5017 2.1241  0.0389
H31 3.1371 0.7401 1.0447  0.0580
H32 3.2616 0.7127 2.8689  0.0625
O18 1.6248 8.4908 -0.7865  -0.3257
S6 1.8330 8.1018 -2.1889  0.7423
O19 3.2453 7.9105 -2.7100  -0.3353
O20 0.8168 6.7963 -2.6170  -0.2685
C14 0.9681 6.2325 -3.9166  -0.3218
C15 -0.0865 5.2129 -4.0875  -0.0639
C16 1.0560 9.5563 -3.0244  -0.1138
H33 2.0003 5.8825 -3.9304  0.1187
H34 0.9017 7.0224 -4.6648  0.1075
H35 -0.0523 4.4888 -3.2735  0.0842
H36 0.0437 4.7258 -5.0538  0.0905
H37 -1.0394 5.7401 -4.0418  0.0850
H38 1.8059 10.3468 -2.9989  0.0662
H39 0.1148 9.8397 -2.5534  0.0676
H40 0.8617 9.2217 -4.0434  0.0448
C17 -3.4158 -1.2136 -3.8560  -0.1778
C18 -3.2413 0.1183 -4.1922  -0.1962
C19 -1.9931 0.4651 -4.6260  -0.2142
C20 -0.8899 -0.4095 -4.7350  -0.2057
C21 -1.0429 -1.6750 -4.4132  -0.2157
C22 -2.3476 -2.1298 -4.0398  -0.1746
H41 -4.3564 -1.6393 -3.5392  0.0646
H42 -3.9907 0.8870 -4.3103  0.0806
H43 -1.7547 1.5124 -4.7392  0.0508
H44 0.0794 -0.0409 -5.0367  0.0844
H45 -0.2316 -2.3451 -4.6563  0.0789
H46 -2.3914 -3.2070 -3.9765  0.0449


# 6
Molecular formula: C34H27CuN6O6S
Method: DFT, ωB97M-V with the def2-TZVPD basis set

For the HOMO energy (spin up / spin down), the calculation gives -9.7 / -9.7 eV. Its frontier orbital gap (spin up / spin down) is 5.72 / 5.69 eV. The total charge is +1. Its multiplicity is 2. The maximum force is 2.97 eV Å⁻¹. The molar mass comes out at 711.24 g/mol. For the energy relative to the best compared isomer or geometry (same formula, charge and spin), the calculation gives 28.4 kcal per mole.

Last column: Löwdin charge in e.
Positions of all 75 atoms, in Å:
Cu1 -14.9979 14.1710 2.7718  0.7294
C1 -16.6106 17.6025 0.7035  -0.0016
O1 -17.2419 17.4132 2.0375  0.0892
C2 -16.5649 16.4634 2.5911  -0.2767
N1 -15.7587 15.7817 1.8185  0.0979
C3 -15.9248 16.2598 0.4524  -0.2064
C4 -14.6011 16.4487 -0.3277  -0.1641
C5 -14.5749 16.0076 -1.6852  -0.0410
C6 -13.4583 16.1699 -2.4267  -0.0874
C7 -12.3448 16.8691 -1.8979  -0.0528
C8 -12.3317 17.2282 -0.5558  -0.0712
C9 -13.4522 16.9912 0.2272  -0.0507
C10 -16.7607 15.9794 4.0049  -0.1356
C11 -17.6166 16.5504 4.9427  0.0683
C12 -17.7697 15.8535 6.1742  -0.0001
C13 -17.1339 14.6662 6.3766  0.0485
C14 -16.3790 14.1082 5.3087  -0.0900
N2 -16.1640 14.8242 4.2035  0.0900
C15 -15.7528 12.7799 5.2281  -0.3299
N3 -15.0305 12.4646 4.2706  0.1372
C16 -14.6223 11.0707 4.4704  -0.1919
C17 -15.5720 10.5588 5.6029  0.0030
O2 -16.0934 11.8520 6.1316  0.0532
C18 -13.1775 10.9865 4.9411  -0.1836
C19 -12.3263 12.1149 5.1408  -0.0106
C20 -11.0468 11.9404 5.6741  -0.0962
C21 -10.5893 10.7001 5.9528  -0.0977
C22 -11.4244 9.5931 5.7778  -0.0817
C23 -12.7264 9.7368 5.3311  -0.1013
H1 -16.0145 18.5105 0.6404  0.1474
H2 -17.4010 17.7784 0.0719  0.1084
H3 -16.5888 15.4977 -0.0687  0.1813
H4 -15.4461 15.4967 -2.0699  0.1178
H5 -13.4958 15.8739 -3.4626  0.1127
H6 -11.5310 17.0779 -2.5955  0.1141
H7 -11.4881 17.7619 -0.1498  0.1081
H8 -13.3930 17.3416 1.2836  0.1336
H9 -18.0675 17.4792 4.7048  0.1202
H10 -18.4795 16.3192 6.9007  0.1448
H11 -17.1607 14.1471 7.3363  0.1400
H12 -14.7572 10.5565 3.4857  0.1733
H13 -14.9752 9.9885 6.3359  0.1339
H14 -16.4025 10.0105 5.2703  0.1141
H15 -12.6725 13.1201 5.0669  0.0862
H16 -10.4201 12.8007 5.8677  0.1072
H17 -9.5915 10.5989 6.4403  0.1250
H18 -11.0612 8.6439 6.0441  0.0976
H19 -13.3525 8.8561 5.2698  0.1217
O3 -12.7644 14.4530 2.6132  0.0214
C24 -12.9501 13.7983 1.5959  -0.5973
O4 -14.1275 13.3428 1.3131  -0.0656
C25 -11.8424 13.6167 0.6057  -0.0832
C26 -10.4985 13.8001 1.0010  -0.0055
C27 -9.5193 13.6100 0.0383  -0.0941
C28 -9.7538 13.3945 -1.3214  0.0414
C29 -11.1267 13.2829 -1.6855  -0.1313
C30 -12.1474 13.4147 -0.7671  0.0700
N4 -11.5018 13.1250 -3.0880  -0.3359
O5 -12.6813 12.8752 -3.3090  0.0824
O6 -10.5847 13.3003 -3.8806  0.0847
H20 -10.2246 14.1092 1.9786  0.1170
H21 -8.4893 13.7844 0.3570  0.1106
H22 -8.9771 13.3473 -2.1122  0.1357
H23 -13.1458 13.3940 -1.1123  0.1120
S1 -11.5869 8.8235 2.3353  0.6291
C31 -10.0340 9.3296 2.5761  -0.8717
N5 -9.6001 10.4483 1.8518  0.0619
C32 -8.2507 10.7857 1.7203  -0.0224
C33 -7.3544 10.0420 2.4348  -0.0665
C34 -7.8501 9.1079 3.3162  -0.1342
N6 -9.1029 8.7113 3.3787  0.0830
H24 -10.2767 11.0893 1.4485  0.1059
H25 -8.0543 11.6367 1.1260  0.0898
H26 -6.2834 10.1524 2.3158  0.1098
H27 -7.1107 8.6645 3.9777  0.1195


Number 3 is which compound? C6H12O2Si


maximum force of number 3 (C6H12O2Si)? 6.00 eV Å⁻¹